(1)
Density functional theory data (the ωB97M-V functional and the def2-TZVPD basis) for C17H25Cl2CoIN4O2 as an isolated structure.

```
52
Properties=species:S:1:pos:R:3:forces:R:3
Co -0.519173 0.152643 0.229377 -0.03 0.01 -0.16
Cl 0.747935 5.225207 5.456957 -0.01 -0.01 -0.01
C 0.127371 4.190271 4.202928 0.00 -0.01 -0.01
C -1.263192 4.168283 3.964703 0.01 0.02 0.02
C -1.780963 3.373303 2.990685 -0.01 -0.02 0.01
Cl -3.490175 3.363055 2.706862 0.01 0.01 0.00
C -0.968693 2.510481 2.163565 0.02 0.03 0.03
O -1.493676 1.793426 1.273007 0.06 -0.01 0.01
C 0.440315 2.575585 2.436639 0.02 0.04 0.01
C 1.402231 1.856297 1.676504 -0.02 -0.07 0.02
O 1.217239 1.034492 0.762765 0.02 0.06 -0.03
C 0.955969 3.420046 3.453469 -0.02 0.00 -0.01
H -1.919403 4.788878 4.559802 0.00 0.00 0.00
H 2.449494 2.068138 1.937940 0.01 0.01 -0.01
H 2.024818 3.443436 3.626531 0.01 0.00 0.00
N -0.539555 1.584745 -1.319796 0.09 -0.08 0.08
C -0.940955 1.461093 -2.729863 0.03 0.00 0.00
C -0.273762 0.292932 -3.447024 0.03 0.04 -0.05
C 1.250679 0.153965 -3.280543 -0.03 0.06 -0.11
C 1.652277 -1.130094 -2.568246 -0.03 -0.08 -0.03
N 1.174033 -1.151874 -1.181859 0.00 0.04 0.06
H -1.108625 2.283048 -0.847890 -0.03 0.00 -0.01
H 0.416317 1.924157 -1.268155 -0.03 0.04 0.00
H -0.728321 2.392836 -3.264839 0.01 0.01 0.01
H -2.021122 1.314704 -2.756482 -0.02 0.00 0.01
H -0.522986 0.389388 -4.506328 0.01 0.00 0.00
H -0.746641 -0.625918 -3.113618 -0.06 -0.14 0.10
H 1.679364 1.011346 -2.751129 -0.01 -0.01 0.04
H 1.735815 0.147759 -4.259706 -0.03 0.04 0.02
H 2.738378 -1.263898 -2.635792 -0.03 0.00 0.02
H 1.199226 -1.973300 -3.101225 0.02 0.02 0.04
H 1.745854 -0.532623 -0.614667 -0.01 0.01 0.03
H 1.281250 -2.072710 -0.771270 0.04 -0.09 0.05
C -3.067093 -3.830866 -2.215818 -0.01 0.00 -0.02
C -3.059114 -2.569001 -1.425723 0.04 -0.02 -0.03
C -4.052662 -1.898646 -0.752030 0.01 -0.01 0.01
C -3.422112 -0.812852 -0.111429 -0.10 0.04 -0.02
N -2.129605 -0.814092 -0.402658 0.03 0.04 0.07
N -1.930646 -1.868742 -1.214582 -0.08 0.04 -0.08
C -4.047483 0.211400 0.769749 0.05 0.00 0.06
H -4.090604 -4.140455 -2.415234 0.00 0.00 0.00
H -2.570639 -4.631719 -1.665130 0.01 0.00 0.00
H -2.556645 -3.706366 -3.171793 0.00 0.00 0.00
H -5.096111 -2.160154 -0.705836 0.01 0.00 0.00
H -0.973371 -2.146404 -1.358620 0.04 -0.04 -0.09
H -4.975663 -0.179067 1.183712 -0.02 0.01 -0.01
H -4.272043 1.124643 0.216433 -0.01 0.01 0.01
H -3.374237 0.491262 1.577859 -0.06 -0.02 -0.06
I -0.439641 -3.175487 1.467037 0.07 -0.09 0.06
C -0.339058 -1.025247 1.791608 0.02 0.14 -0.04
H 0.640404 -0.926671 2.260416 0.01 -0.01 0.06
H -1.093219 -0.866821 2.565191 -0.05 -0.02 -0.08
```
Positions in Å, forces in eV/Å.

The calculation puts the electronic energy at -3633.170766 a.u. Its spin multiplicity is 2. As for the expectation value of S²: 0.7619. As for the charge: 0.


(2)
Density functional theory data (the ωB97M-V functional and the def2-TZVPD basis) for C17H25ClN3O4STl as an isolated structure in a non-equilibrium geometry.

```
52
Properties=species:S:1:pos:R:3:forces:R:3
Tl -3.116239 -3.121580 -3.766900 0.01 -0.11 -0.35
C -1.154023 2.967026 2.558203 0.02 -0.02 -0.07
C -1.421834 1.704792 1.725992 -0.16 -0.15 0.09
C -2.921728 1.672471 1.395004 0.05 0.09 0.05
C -0.630460 1.837855 0.419977 -0.03 -0.04 0.09
C -1.063841 0.433127 2.573350 0.30 -0.08 -0.52
O -1.589932 0.532622 3.863918 -0.01 -0.05 0.24
C 0.524873 0.217693 2.760801 -0.48 -0.05 -0.03
C 1.329330 -0.455110 1.690843 1.40 1.09 1.99
C 2.275444 0.206519 0.886729 0.23 0.06 -0.54
C 2.736303 -0.477208 -0.307208 0.12 0.04 0.32
C 3.590088 0.116782 -1.170569 0.01 -0.03 -0.14
C 4.087384 1.413422 -0.862856 0.01 0.00 0.01
Cl 5.153875 2.145858 -1.900868 -0.02 -0.01 0.02
C 3.699455 2.095395 0.332371 0.07 0.01 0.01
C 2.802987 1.521862 1.165582 -0.28 0.02 -0.15
C -1.759869 -0.897648 2.144827 0.14 0.16 0.47
N -1.738822 -1.273082 0.743496 -0.31 0.10 0.31
C -2.693793 -1.664051 -0.101527 0.31 0.09 -0.19
N -2.155369 -2.005129 -1.270197 -0.10 0.03 0.31
C -0.835782 -1.832553 -1.114425 0.11 -0.08 -0.25
N -0.570296 -1.399419 0.103738 1.58 0.37 0.91
H -1.361469 3.839859 1.939089 0.02 0.02 0.02
H -0.113877 3.052155 2.885452 -0.01 0.00 0.03
H -1.809675 3.042135 3.425904 -0.01 0.03 0.00
H -3.217359 2.648669 1.009909 -0.04 -0.03 -0.02
H -3.524865 1.470910 2.280466 0.00 0.00 0.00
H -3.156155 0.940154 0.621689 -0.03 0.02 0.01
H -1.068348 2.647020 -0.164905 0.04 0.01 -0.02
H -0.658582 0.945823 -0.203870 -0.01 0.05 -0.04
H 0.409031 2.114438 0.605821 0.00 0.00 -0.02
H -1.298944 1.341651 4.301356 -0.01 0.00 -0.02
H 0.562954 -0.402074 3.657671 0.08 0.00 -0.01
H 0.928039 1.200171 3.004090 -0.02 0.00 -0.04
H 0.540029 -0.979789 0.815233 -2.30 -1.17 -1.83
H 1.735351 -1.434414 2.002863 -0.66 -0.41 -0.71
H 2.347003 -1.459977 -0.543547 -0.01 -0.05 0.03
H 3.886202 -0.376967 -2.086538 0.04 0.06 -0.02
H 4.135704 3.058013 0.563116 0.05 -0.01 -0.07
H 2.531596 2.035749 2.077143 -0.05 -0.05 0.00
H -2.794396 -0.828244 2.468864 -0.05 0.00 -0.15
H -1.299749 -1.704336 2.719800 -0.08 -0.04 -0.01
H -3.745184 -1.683418 0.139968 0.03 0.02 0.10
H -0.086776 -1.996103 -1.891289 0.05 0.01 -0.06
C 0.792078 -2.758107 -5.976169 -0.41 0.01 0.53
S -0.112950 -2.552295 -4.456278 0.69 -0.03 -0.88
O -1.228749 -1.639531 -4.754249 -0.19 0.03 0.34
O 0.843883 -2.006480 -3.492548 -0.04 0.06 0.22
O -0.634865 -3.872009 -4.070648 -0.21 0.05 0.32
H 1.108320 -1.766690 -6.287522 0.06 -0.04 -0.09
H 0.108716 -3.205527 -6.692620 0.09 0.01 -0.10
H 1.635307 -3.410435 -5.768532 0.03 0.00 -0.08
```
Positions in Å, forces in eV/Å.

The calculation puts the electronic energy at -2158.197779 a.u. As for the charge: +2.


(3)
Density functional theory data (the ωB97M-V functional and the def2-TZVPD basis) for one molecule with the formula C17H25F13N2O2S in a non-equilibrium geometry.

```
60
Properties=species:S:1:pos:R:3:forces:R:3
C 7.037126 0.721753 1.116583 -0.26 0.48 -0.09
C 5.900298 1.283543 0.114018 0.87 -0.05 0.23
N 4.520858 1.158425 0.707865 -0.43 0.82 -2.53
C 3.692929 0.193080 -0.063152 -0.37 -1.55 2.26
C 3.738892 -1.147777 0.855719 0.54 -0.63 0.14
O 4.410568 -1.406638 1.859455 -2.03 0.82 -3.32
N 2.764007 -2.034849 0.184054 0.80 0.80 0.91
C 1.613638 -1.150277 -0.254356 -0.62 -1.83 -0.48
C 1.084437 -1.669595 -1.671856 -0.39 0.20 -0.78
C -0.254394 -2.543899 -1.598545 0.09 -0.22 -0.33
C -0.174375 -3.799251 -0.601033 -1.37 0.36 0.11
C -1.417278 -3.706670 0.423037 0.09 -0.68 -0.14
O -1.415014 -2.483684 1.191464 -0.28 -0.52 0.29
C -2.395778 -2.508859 2.246362 -1.06 -0.17 0.56
C 2.107300 0.372481 -0.081617 -0.13 -0.21 1.18
C 1.443525 1.536612 -0.946293 0.51 0.53 0.42
C 0.180015 2.249994 -0.221003 0.59 -0.17 -0.50
C -1.097577 1.264771 -0.139359 2.79 0.60 0.47
F -1.137166 0.598300 -1.384632 -0.80 0.77 2.51
F -0.791165 0.389035 0.951336 -1.25 1.11 -2.45
C -2.428528 2.060333 0.226485 1.07 1.38 1.27
F -2.500235 3.178909 -0.620093 -0.48 -2.20 1.22
F -2.204097 2.589527 1.535136 -0.34 -0.99 -2.65
C -3.763635 1.192805 0.326721 0.49 -2.17 1.42
F -3.428489 -0.173562 0.082845 -0.44 2.92 0.12
F -4.197233 1.182220 1.679687 0.37 0.40 -3.22
C -4.915710 1.523652 -0.716135 -0.43 -3.39 -2.17
F -4.435929 1.686849 -2.037459 -0.54 -0.31 3.42
F -5.713248 0.345120 -0.792735 1.67 2.61 0.56
S -6.085122 2.911911 -0.297773 -3.63 2.67 -1.56
F -6.809188 2.089203 0.940342 1.84 1.19 -1.51
F -7.227218 2.217454 -1.329858 1.82 1.06 1.52
F -5.525112 3.762183 -1.638341 -0.69 -0.89 2.47
F -5.020831 3.708835 0.676492 -1.34 -1.61 -1.23
F -7.169985 4.139679 -0.043135 1.76 -1.76 -0.22
H 7.705277 1.593126 1.436612 -0.66 -1.40 -0.50
H 6.579650 0.281001 2.061299 0.39 0.57 -1.39
H 7.623212 -0.099765 0.586055 -0.54 1.23 0.83
H 6.072721 2.381399 -0.159559 -0.01 -1.51 0.50
H 6.021677 0.691227 -0.857663 -0.51 0.82 1.21
H 4.058494 2.080449 0.643013 0.46 -0.63 0.04
H 4.061652 -0.192945 -1.072530 -0.15 1.02 1.04
H 3.282879 -2.500512 -0.571913 -0.55 0.22 0.25
H 0.801444 -1.507384 0.477021 0.95 1.46 -0.93
H 0.868580 -0.817012 -2.412050 0.40 -1.09 1.19
H 1.869409 -2.323315 -2.196554 -0.89 0.93 0.86
H -1.179054 -1.935597 -1.309006 1.52 -0.55 -0.35
H -0.449527 -2.914236 -2.670349 0.27 0.48 1.56
H -0.374807 -4.753276 -1.211236 0.57 1.27 1.05
H 0.817580 -3.868101 -0.032968 -1.43 0.11 -0.82
H -1.382616 -4.591813 1.144018 -0.03 0.97 -0.92
H -2.425017 -3.740649 -0.136322 1.48 -0.15 0.51
H -1.927350 -2.519089 3.296880 -0.41 -0.24 -1.64
H -3.081617 -3.421503 2.104423 1.00 1.23 0.45
H -3.095841 -1.599353 2.238947 1.21 -1.08 -0.36
H 1.849685 0.610606 1.010924 0.35 -0.11 -1.39
H 2.235005 2.372019 -1.018535 -1.16 -1.15 0.08
H 1.192146 1.259194 -2.017563 0.28 0.17 1.42
H -0.025423 3.186713 -0.826938 -0.16 -1.25 0.71
H 0.515552 2.597207 0.813770 -0.78 -0.70 -1.27
```
Positions in Å, forces in eV/Å.

As for the SMILES: CCN[C@H]1C(=O)N[C@H](CCCCOC)[C@@H]1CCC(F)(F)C(F)(F)C(F)(F)C(F)(F)S(F)(F)(F)(F)F. The calculation puts the electronic energy at -2618.941431 a.u. As for the charge: 0.


(4)
Density functional theory data (the ωB97M-V functional and the def2-TZVPD basis) for one molecule with the formula C17H25FN2O3S.

```
49
Properties=species:S:1:pos:R:3:forces:R:3
C -4.573810 -1.791464 -0.109306 0.21 -0.25 -0.03
H -4.550196 -0.721695 0.085770 -0.01 0.19 0.03
H -5.132481 -2.273526 0.689758 -0.12 -0.02 0.10
H -5.106001 -1.954681 -1.043003 -0.11 0.02 -0.10
C -3.155451 -2.353807 -0.196662 -0.04 0.31 0.11
C -2.387192 -1.668732 -1.324264 -0.09 -0.24 0.09
H -2.177200 -0.630517 -1.072585 0.03 0.14 0.02
H -1.449233 -2.177078 -1.524521 0.14 -0.03 -0.09
H -2.977883 -1.686363 -2.237489 -0.04 0.03 -0.14
C -2.463223 -2.198289 1.162616 0.10 -0.35 -0.25
C -1.035625 -2.747604 1.224798 -0.16 -0.11 0.13
N -0.068438 -1.796956 0.727798 -0.15 0.15 0.27
C 0.802280 -2.046919 -0.265184 0.03 0.51 0.28
O 0.923546 -3.122508 -0.810714 0.10 -0.30 -0.32
C 1.592659 -0.797118 -0.695765 0.01 -0.31 -0.74
N 1.780178 0.098067 0.429962 -0.01 0.96 -0.17
S 1.679742 1.717951 0.023672 -0.78 -0.14 0.15
O 2.190669 1.993280 -1.287846 -0.11 -0.18 -0.09
O 2.166219 2.481065 1.133052 0.03 -0.15 0.22
C -0.110802 1.858772 -0.025163 0.62 0.00 -0.16
C -0.770695 2.085578 -1.217746 0.11 0.03 -0.01
C -2.153973 2.160991 -1.231398 -0.19 0.02 0.22
C -2.835867 2.006331 -0.035707 0.17 0.01 -0.11
C -2.184106 1.782911 1.167591 -0.03 0.03 -0.09
C -0.802267 1.709510 1.163654 -0.15 0.08 0.05
H -0.245280 1.557621 2.074870 -0.01 -0.04 0.20
H -2.756854 1.678211 2.075730 -0.06 -0.01 0.08
F -4.178227 2.070678 -0.039359 0.10 -0.01 0.00
H -2.702600 2.335201 -2.143115 -0.06 0.01 -0.08
H -0.191032 2.208223 -2.118922 0.01 0.01 -0.15
C 2.817577 -0.290315 1.368071 0.61 0.23 0.39
C 4.148069 -0.555407 0.670690 -0.17 -0.24 0.06
C 3.949469 -1.625020 -0.399430 0.05 0.23 -0.09
C 2.901177 -1.155534 -1.403663 -0.12 -0.18 0.08
H 2.691582 -1.942498 -2.128788 -0.01 0.08 -0.02
H 3.260106 -0.268028 -1.927747 -0.02 -0.02 -0.03
H 3.612865 -2.554420 0.065653 0.06 -0.09 0.01
H 4.889715 -1.824751 -0.915335 -0.01 -0.08 0.02
H 4.888049 -0.874128 1.406136 0.03 0.06 0.02
H 4.493375 0.371639 0.207562 0.10 0.05 0.03
H 2.904870 0.528646 2.083039 0.04 -0.22 0.12
H 2.477983 -1.193165 1.887852 -0.04 0.08 -0.02
H 0.942792 -0.265594 -1.403356 -0.02 -0.24 -0.03
H -0.085951 -0.863026 1.110081 0.07 -0.05 -0.10
H -0.786919 -2.995850 2.263654 -0.01 -0.08 -0.13
H -0.934712 -3.650573 0.619110 0.00 0.01 0.11
H -2.444356 -1.139767 1.437327 -0.07 0.08 0.07
H -3.062305 -2.721992 1.910317 -0.03 0.05 0.08
H -3.220058 -3.423000 -0.425682 0.02 -0.01 0.04
```
Positions in Å, forces in eV/Å.

As for the SMILES: CC(C)CCNC(=O)[C@@H]1CCCCN1S(=O)(=O)c1ccc(F)cc1. The calculation puts the electronic energy at -1496.102395 a.u. As for the charge: 0.